15
Properties=species:S:1:pos:R:3:mulliken_charge:R:1 method="wB97M-V/def2-TZVPD" s2=6.0502 lumo_energy_ev="-4.782 / -7.814" orbital_gap_ha="0.23296 / 0.29659" energy_ha=-1906.98514 total_charge=+1 e_homo_ha="-0.4087 / -0.5838" e_above_lowest_kcal_mol=9.5 spin_multiplicity=5
O 1.082 -0.501 -2.715 -0.177
C 0.630 -0.173 -1.703 0.442
Fe -0.221 0.309 -0.176 0.594
O 1.601 2.601 0.096 -0.194
C 0.876 1.710 -0.026 0.169
C -0.753 0.542 1.562 0.464
O -1.186 0.687 2.626 -0.178
C -1.185 -1.475 -0.124 -0.405
O -1.947 -1.899 0.699 -0.216
C -1.557 0.980 -0.887 0.215
O -2.492 1.426 -1.385 -0.207
H -0.911 -2.152 -0.991 0.432
O 1.875 -1.065 1.026 -0.579
H 1.794 -0.350 1.693 0.319
H 2.394 -0.639 0.305 0.322



11
Properties=species:S:1:pos:R:3:mulliken_charge:R:1 method="wB97M-V/def2-TZVPD" smiles="C#COC=C=C=O.I" lumo_energy_ev=-0.696 orbital_gap_ha=0.31576 energy_ha=-640.30273 total_charge=0 e_homo_ha=-0.3413 e_above_lowest_kcal_mol=101.5
C -1.927 2.124 -0.562 -0.304
C -1.718 1.115 0.039 0.023
C -0.802 -0.720 1.183 -0.096
C 0.111 -1.213 0.330 -0.342
C 0.826 -1.753 -0.571 0.617
O 1.523 -2.357 -1.301 -0.447
O -1.675 0.265 1.017 -0.298
I 2.883 1.139 -0.370 -0.085
H -1.926 2.821 -1.333 0.423
H 3.669 -0.155 -0.482 0.086
H -0.963 -1.268 2.050 0.424



9
Properties=species:S:1:pos:R:3:mulliken_charge:R:1 method="wB97M-V/def2-TZVPD" lumo_energy_ev="-0.767 / -0.767" orbital_gap_ha="0.30339 / 0.30337" energy_ha=-246.77004 total_charge=0 e_homo_ha="-0.3316 / -0.3315" e_above_lowest_kcal_mol=133.0
C -0.774 -1.337 -0.373 -0.516
C 0.301 -1.297 0.302 0.129
C 0.302 0.686 -0.114 0.399
C -1.047 0.219 -0.501 -0.204
C 1.191 -0.252 0.675 -0.120
N 1.520 0.637 -0.451 -0.508
H -1.236 0.471 -1.487 0.293
H -1.913 0.655 0.191 0.272
H 1.655 0.217 1.759 0.254



9
Properties=species:S:1:pos:R:3:mulliken_charge:R:1 method="wB97M-V/def2-TZVPD" lumo_energy_ev=-1.211 orbital_gap_ha=0.28615 energy_ha=-246.82463 total_charge=0 e_homo_ha=-0.3306 e_above_lowest_kcal_mol=98.8
C 1.104 -0.904 0.079 -0.288
C 1.242 0.534 0.009 -0.328
C -0.209 -1.103 -0.207 -0.402
C -0.009 0.955 -0.321 -0.298
C -1.098 0.007 -0.064 0.875
N -2.314 0.065 0.198 -0.597
H 1.876 -1.652 0.066 0.385
H 2.143 1.117 -0.049 0.378
H -2.736 0.981 0.288 0.274



9
Properties=species:S:1:pos:R:3:mulliken_charge:R:1 method="wB97M-V/def2-TZVPD" smiles=c1cc2nc-2c1 lumo_energy_ev=-0.069 orbital_gap_ha=0.31411 energy_ha=-246.84595 total_charge=0 e_homo_ha=-0.3167 e_above_lowest_kcal_mol=85.4
C -0.967 -0.019 0.554 -0.400
C -0.851 -0.339 -0.794 -0.630
C 1.387 0.133 -0.046 0.329
C 0.717 0.181 1.083 -0.654
C 0.435 -0.146 -1.221 0.654
N 1.612 0.290 -1.396 -0.473
H -1.691 0.414 1.131 0.421
H -1.524 -0.710 -1.487 0.413
H 0.883 0.196 2.176 0.340



9
Properties=species:S:1:pos:R:3:mulliken_charge:R:1 method="wB97M-V/def2-TZVPD" lumo_energy_ev=0.228 orbital_gap_ha=0.31969 energy_ha=-246.78838 total_charge=0 e_homo_ha=-0.3113 e_above_lowest_kcal_mol=121.5
C -1.539 -0.022 0.002 -0.366
C 1.040 -0.686 -0.001 -0.404
C -0.120 -0.017 0.000 0.785
C -1.342 1.289 -0.003 -0.640
C 0.911 1.276 0.001 -0.098
N 1.912 0.498 -0.001 -0.507
H -2.247 -0.820 -0.005 0.368
H 1.327 -1.717 -0.002 0.401
H 0.871 2.347 0.007 0.460



9
Properties=species:S:1:pos:R:3:mulliken_charge:R:1 method="wB97M-V/def2-TZVPD" smiles="C#C/C=N/C#C" lumo_energy_ev="-1.241 / -1.297" orbital_gap_ha="0.28673 / 0.27815" energy_ha=-246.85619 total_charge=0 e_homo_ha="-0.3323 / -0.3258" e_above_lowest_kcal_mol=79.0
C -2.846 0.689 0.048 0.218
C 3.056 0.334 0.057 -0.443
C -1.682 0.310 0.010 -0.397
C 1.892 0.510 -0.070 0.189
C -0.408 -0.214 -0.020 -0.422
N 0.644 0.839 0.036 -0.386
H -3.784 1.143 -0.152 0.425
H 4.026 0.547 0.301 0.401
H -0.290 -1.155 -0.320 0.415



9
Properties=species:S:1:pos:R:3:mulliken_charge:R:1 method="wB97M-V/def2-TZVPD" s2=2.0088 lumo_energy_ev="0.298 / -3.859" orbital_gap_ha="0.26193 / 0.22605" energy_ha=-246.75812 total_charge=0 e_homo_ha="-0.2510 / -0.3679" e_above_lowest_kcal_mol=47.4 spin_multiplicity=3
C 0.281 -0.929 0.000 -0.065
C -0.618 1.218 -0.050 -0.363
C 2.238 -0.833 -0.020 -0.739
C 1.343 0.158 0.039 0.743
C -0.881 -0.197 0.024 -0.033
N 0.713 1.353 0.016 -0.583
H 0.130 -1.997 -0.123 0.392
H -1.400 2.034 0.027 0.340
H -1.807 -0.808 0.088 0.309



13
Properties=species:S:1:pos:R:3:mulliken_charge:R:1 method="wB97M-V/def2-TZVPD" smiles="C#Cc1nc(C(N)=O)no1" lumo_energy_ev=-0.004 orbital_gap_ha=0.37729 energy_ha=-506.95241 total_charge=0 e_homo_ha=-0.3774 e_above_lowest_kcal_mol=83.3
C -3.998 -0.431 -0.061 0.326
C -2.819 -0.194 0.048 -0.509
C -1.434 0.106 0.158 0.406
N -0.419 -0.702 0.213 -0.470
C 0.634 0.160 0.299 0.628
N 0.298 1.410 0.124 -0.359
O -1.061 1.391 0.098 -0.100
C 2.075 -0.257 0.417 0.142
N 2.879 0.150 -0.572 -0.434
H -5.048 -0.658 -0.147 0.406
O 2.362 -1.366 0.891 -0.576
H 3.047 1.139 -0.703 0.247
H 3.485 -0.748 -0.765 0.292



10
Properties=species:S:1:pos:R:3:mulliken_charge:R:1 method="wB97M-V/def2-TZVPD" smiles="C#C/C=C(/O)C#N" lumo_energy_ev=-0.244 orbital_gap_ha=0.33127 energy_ha=-322.21173 total_charge=0 e_homo_ha=-0.3402 e_above_lowest_kcal_mol=50.2
O 1.671 1.452 -0.614 -0.471
C 0.844 0.604 0.039 0.740
C -0.434 0.446 -0.348 -0.875
C -1.269 -0.664 -0.066 -0.551
C -1.966 -1.645 0.010 0.295
C 1.428 -0.016 1.202 0.133
N 1.855 -0.424 2.198 -0.348
H 1.270 1.558 -1.489 0.329
H -0.826 1.210 -1.016 0.348
H -2.572 -2.519 0.084 0.400



10
Properties=species:S:1:pos:R:3:mulliken_charge:R:1 method="wB97M-V/def2-TZVPD" smiles=N#Cc1ccoc1 lumo_energy_ev=0.776 orbital_gap_ha=0.38185 energy_ha=-322.27258 total_charge=0 e_homo_ha=-0.3533 e_above_lowest_kcal_mol=12.1
N 3.022 -0.758 -0.134 -0.445
C 1.973 -0.270 -0.086 0.082
C 0.593 0.067 -0.043 0.484
C 0.044 1.241 0.351 -0.220
O -1.293 1.135 0.410 -0.338
C -1.621 -0.265 -0.044 -0.408
C -0.456 -0.916 -0.284 -0.342
H 0.628 2.150 0.532 0.399
H -2.701 -0.440 -0.130 0.381
H -0.190 -1.945 -0.571 0.409



10
Properties=species:S:1:pos:R:3:mulliken_charge:R:1 method="wB97M-V/def2-TZVPD" smiles="N#CC=C=O.C#C" lumo_energy_ev=0.474 orbital_gap_ha=0.38393 energy_ha=-322.16990 total_charge=0 e_homo_ha=-0.3665 e_above_lowest_kcal_mol=76.5
N 2.757 -0.904 -0.161 -0.395
C 1.927 -0.101 -0.019 0.330
C 1.056 1.019 0.127 -0.501
C -0.175 1.229 0.509 0.645
O -1.271 1.516 0.740 -0.324
C -1.826 -0.874 -0.284 -0.211
C -0.774 -1.437 -0.413 -0.638
H 1.317 2.101 0.247 0.270
H -2.853 -0.600 -0.234 0.411
H -0.037 -2.179 -0.597 0.413